Formula: C11H36BO9
Source: the Open Molecules 2025 dataset
Level of theory: wB97M-V/def2-TZVPD

The lowest unoccupied orbital energy comes out at 3.0 eV. Its spin multiplicity is 1. Its charge is -1.

The geometry in XYZ format:
```
57
Properties=species:S:1:pos:R:3:lowdin_charge:R:1
B 3.25 5.18 6.91 -0.341
H 3.67 4.16 7.22 0.009
H 2.18 5.01 6.58 -0.014
H 3.11 5.94 7.74 0.020
H 3.83 5.64 6.05 -0.009
C 1.38 8.45 6.52 -0.234
C 0.91 7.96 5.13 -0.251
O 0.50 6.62 5.12 -0.076
O 2.74 8.15 6.84 -0.095
H 0.69 8.24 7.34 0.119
H 1.35 9.55 6.50 0.105
H 1.66 8.14 4.34 0.112
H 0.03 8.55 4.86 0.108
H 1.11 6.10 5.66 0.029
H 2.74 7.17 6.93 -0.002
C 5.75 7.40 4.99 -0.246
C 4.97 6.62 3.94 -0.244
O 5.26 7.08 2.62 -0.081
O 5.96 6.65 6.19 -0.097
H 5.27 8.35 5.23 0.112
H 6.76 7.61 4.62 0.109
H 3.92 6.78 4.20 0.101
H 5.17 5.54 3.94 0.124
H 6.17 6.85 2.42 0.073
H 5.08 6.32 6.46 0.012
C 1.33 4.03 10.13 -0.256
C 2.76 4.41 10.57 -0.228
O 3.77 4.06 9.61 -0.130
O 0.81 4.99 9.24 -0.065
H 0.63 3.86 10.95 0.108
H 1.42 3.03 9.69 0.106
H 3.04 3.93 11.51 0.105
H 2.87 5.49 10.73 0.114
H 3.63 4.44 8.70 -0.009
H 1.33 4.90 8.44 0.036
C 5.31 1.43 7.19 -0.242
C 5.93 0.41 8.12 -0.244
O 7.12 -0.16 7.55 -0.080
O 4.75 0.82 6.03 -0.084
H 6.03 2.19 6.89 0.127
H 4.49 1.87 7.78 0.109
H 5.24 -0.40 8.38 0.116
H 6.26 0.97 9.00 0.115
H 7.58 -0.70 8.20 0.068
H 4.07 1.44 5.71 0.029
C 0.84 2.14 3.98 -0.060
C 1.46 2.54 5.31 -0.489
C 1.15 1.43 6.30 -0.051
O 2.85 2.67 5.10 -0.065
H 1.30 1.18 3.77 0.081
H 1.06 2.85 3.18 0.080
H -0.22 1.96 4.15 0.075
H 0.93 3.45 5.60 0.125
H 1.15 1.75 7.34 0.068
H 1.78 0.55 6.12 0.084
H 0.12 1.06 6.27 0.073
H 3.17 3.39 5.68 0.036
```



Formula: C11H36O12
Source: the Open Molecules 2025 dataset
Level of theory: wB97M-V/def2-TZVPD

The lowest unoccupied orbital energy comes out at 0.0 eV. Its SMILES is C=CC[C@@H]1OC(=O)O[C@H]1CCCCC.O.O.O.O.O.O.O.O.O. The value obtained for the energy relative to the best compared isomer or geometry (same formula, charge and spin) is 0.000 eV. Its spin multiplicity is 1.

The geometry in XYZ format:
```
59
Properties=species:S:1:pos:R:3:lowdin_charge:R:1
C 2.92 -2.65 1.74 0.014
C 2.59 -2.47 0.46 -0.171
C 3.46 -1.81 -0.58 -0.116
C 2.97 -0.41 -0.96 -0.237
O 4.09 0.31 -1.55 0.083
C 3.60 1.58 -1.60 -0.557
O 3.73 2.33 -2.52 0.151
O 2.95 1.84 -0.46 0.089
C 2.52 0.54 0.14 -0.170
C 1.03 0.64 0.46 -0.107
C 0.07 -0.11 -0.47 -0.207
C -1.39 -0.03 -0.02 -0.205
C -2.24 -0.97 -0.88 -0.264
C -3.72 -0.64 -0.94 -0.103
H 3.92 -2.50 2.13 0.055
H 2.17 -3.04 2.42 0.059
H 1.64 -2.87 0.11 0.102
H 3.45 -2.40 -1.50 0.125
H 4.50 -1.76 -0.25 0.129
H 2.23 -0.50 -1.75 0.153
H 3.12 0.47 1.04 0.126
H 0.78 1.70 0.39 0.122
H 0.86 0.34 1.50 0.108
H 0.34 -1.17 -0.55 0.099
H 0.14 0.30 -1.49 0.121
H -1.76 1.00 -0.09 0.100
H -1.44 -0.32 1.03 0.092
H -2.06 -2.01 -0.59 0.114
H -1.86 -0.87 -1.91 0.088
H -3.87 0.31 -1.46 0.038
H -4.20 -0.60 0.04 0.080
H -4.22 -1.39 -1.56 0.072
O -2.30 3.69 0.07 -0.053
H -2.08 4.02 -0.81 0.034
H -1.44 3.56 0.49 0.035
O -0.71 -0.82 3.19 -0.071
H -1.31 -0.14 3.55 0.003
H -0.63 -1.45 3.91 0.016
O 4.08 0.18 3.06 -0.049
H 4.05 -0.53 3.71 0.033
H 5.01 0.38 2.95 0.050
O 4.66 1.96 -5.27 -0.074
H 4.20 2.70 -5.68 0.025
H 4.47 2.06 -4.33 -0.012
O -3.49 2.47 -3.01 -0.051
H -4.16 3.09 -3.31 0.045
H -3.40 2.65 -2.07 0.012
O 0.46 -1.00 6.08 -0.047
H 0.27 -1.68 6.74 0.041
H 1.41 -0.90 6.10 0.037
O -6.60 0.98 -2.12 -0.059
H -6.77 0.44 -2.89 0.037
H -5.67 1.24 -2.22 -0.006
O -2.61 -2.32 -3.99 -0.056
H -2.83 -2.83 -4.77 0.034
H -1.70 -2.03 -4.14 0.033
O -2.98 0.47 4.56 -0.040
H -3.91 0.25 4.51 0.050
H -2.89 0.99 5.37 0.050
```



| no. | highest occupied orbital energy (eV) | Kohn-Sham gap (eV) |
| --- | --- | --- |
| 1 | -6.9 | 9.82 |
| 2 | -10.0 | 9.98 |